No. 1
Molecular formula: FH2O2P
Method: DFT, ωB97M-V/def2-TZVPD

The geometry in XYZ format:
```
6
Properties=species:S:1:pos:R:3:lowdin_charge:R:1
P 1.0599 -0.5660 -0.3114 0.814
F -1.5214 0.8312 -0.4492 -0.070
O -0.5093 -0.9540 -0.1171 -0.512
O -1.2600 -0.0476 0.5731 -0.092
H 0.8433 0.8770 -0.7312 -0.052
H 1.3875 -0.1407 1.0358 -0.089
```

The value obtained for the LUMO energy is 0.88 eV. As for the max |F|: 2.70 eV Å⁻¹. Its SMILES is FOOP. As for the HOMO-LUMO gap: 11.51 eV. The value obtained for the total energy is -592.660863 a.u.

No. 2
Molecular formula: FH2OP
Method: DFT, ωB97M-V/def2-TZVPD

The geometry in XYZ format:
```
5
Properties=species:S:1:pos:R:3:lowdin_charge:R:1
P -0.0962 -0.6274 -0.4008 0.833
F -0.1880 0.2265 1.9936 -0.156
O -0.0387 0.6565 0.6132 -0.448
H -0.7972 0.1034 -1.2810 -0.112
H 1.1200 -0.3591 -0.9250 -0.117
```

The value obtained for the LUMO energy is 0.35 eV. As for the max |F|: 2.35 eV Å⁻¹. Its SMILES is FOP. As for the HOMO-LUMO gap: 10.96 eV. The value obtained for the total energy is -517.504743 a.u.

No. 3
Molecular formula: FH2OP
Method: DFT, ωB97M-V/def2-TZVPD

The geometry in XYZ format:
```
5
Properties=species:S:1:pos:R:3:lowdin_charge:R:1
P 1.1719 -0.7576 -0.0986 0.599
F -2.2822 -0.0797 0.3991 -0.125
O -1.5916 0.4981 -0.6441 -0.025
H 2.1370 0.1143 -0.5381 -0.276
H 0.5649 0.2248 0.8817 -0.172
```

The value obtained for the LUMO energy (spin up / spin down) is -1.55 / -2.42 eV. As for the max |F|: 2.22 eV Å⁻¹. As for the HOMO-LUMO gap (spin up / spin down): 9.22 / 6.85 eV. The value obtained for the total energy is -517.391461 a.u.

No. 4
Molecular formula: FH3N2
Method: DFT, ωB97M-V/def2-TZVPD

The geometry in XYZ format:
```
6
Properties=species:S:1:pos:R:3:lowdin_charge:R:1
F 0.4217 -0.0247 1.5694 -0.130
N -0.5768 0.2051 -0.7835 0.094
N 0.3912 -0.8200 0.4803 -0.062
H -0.0578 1.0873 -0.8923 0.022
H -1.5265 0.2610 -0.4397 0.016
H 1.3482 -0.7086 0.0659 0.059
```

The value obtained for the LUMO energy (spin up / spin down) is 1.19 / -1.95 eV. As for the max |F|: 5.28 eV Å⁻¹. As for the spin multiplicity: 3. As for the HOMO-LUMO gap (spin up / spin down): 8.42 / 7.80 eV. The value obtained for the total energy is -210.904118 a.u.

No. 5
Molecular formula: FH3O3P
Method: DFT, ωB97M-V/def2-TZVPD

The geometry in XYZ format:
```
8
Properties=species:S:1:pos:R:3:lowdin_charge:R:1
P 0.0920 -0.5435 0.3737 0.835
F 0.2296 -1.4839 1.5811 -0.034
O -0.0771 -1.4707 -0.8137 0.023
O -1.5946 1.7538 -0.2569 -0.033
O 1.4737 0.1704 0.4888 -0.026
H -1.7195 2.3263 0.5587 0.062
H -0.2761 -1.3054 -1.6723 0.078
H 1.8719 0.5530 -0.2594 0.095
```

The value obtained for the LUMO energy (spin up / spin down) is -8.57 / -6.82 eV. As for the max |F|: 4.69 eV Å⁻¹. The total charge is +1. As for the HOMO-LUMO gap (spin up / spin down): 8.81 / 9.53 eV. The value obtained for the total energy is -668.379630 a.u.

No. 6
Molecular formula: FH3OP2
Method: DFT, ωB97M-V/def2-TZVPD

The geometry in XYZ format:
```
7
Properties=species:S:1:pos:R:3:lowdin_charge:R:1
P -0.1365 -3.2712 -0.4939 0.540
P 1.5304 -2.1194 -0.7607 0.497
F 2.4491 -3.1873 -1.6088 -0.525
O -1.0530 -2.2564 0.3905 -0.523
H 0.3770 1.3662 -0.5715 0.038
H 0.1098 0.6673 -0.3426 -0.016
H -0.6692 -1.4117 0.6410 -0.010
```

The value obtained for the LUMO energy is -0.60 eV. As for the max |F|: 1.38 eV Å⁻¹. As for the HOMO-LUMO gap: 8.42 eV. The value obtained for the total energy is -859.576366 a.u.

No. 7
Molecular formula: FH3OSi
Method: DFT, ωB97M-V/def2-TZVPD

The geometry in XYZ format:
```
6
Properties=species:S:1:pos:R:3:lowdin_charge:R:1
Si -0.9465 0.0661 0.0468 0.515
F 2.0651 0.1989 -0.4439 -0.119
O -0.0236 -0.8395 0.8163 -0.276
H -0.3066 0.8715 -0.8431 -0.107
H 1.6715 -0.4424 0.1576 0.053
H -2.4599 0.1455 0.2662 -0.067
```

The value obtained for the LUMO energy (spin up / spin down) is 0.61 / -4.57 eV. As for the max |F|: 8.12 eV Å⁻¹. As for the spin multiplicity: 3. As for the HOMO-LUMO gap (spin up / spin down): 7.19 / 8.58 eV. The value obtained for the total energy is -466.212542 a.u.

No. 8
Molecular formula: FH3S
Method: DFT, ωB97M-V/def2-TZVPD

The geometry in XYZ format:
```
5
Properties=species:S:1:pos:R:3:lowdin_charge:R:1
S -1.2156 -0.4006 -0.1686 0.514
F 1.2050 -0.3876 -0.1096 -0.208
H -0.1989 -0.3733 0.7070 -0.193
H 1.7444 0.2792 -0.4766 0.110
H -1.5350 0.8823 0.0477 -0.221
```

The value obtained for the LUMO energy is 0.59 eV. As for the max |F|: 3.43 eV Å⁻¹. Its SMILES is F.S. As for the HOMO-LUMO gap: 9.54 eV. The value obtained for the total energy is -499.802893 a.u.

No. 9
Molecular formula: FH4N2OP
Method: DFT, ωB97M-V/def2-TZVPD

The geometry in XYZ format:
```
9
Properties=species:S:1:pos:R:3:lowdin_charge:R:1
P -1.2024 -0.3679 0.6439 0.868
F -1.7807 -0.9881 -0.7049 -0.344
O 2.4018 -1.0079 0.2651 -0.216
N -1.4596 1.1559 0.0852 -0.167
N 1.1041 -0.4078 -0.0678 -0.227
H -1.5311 1.1553 -0.8852 0.020
H -1.2470 1.9837 0.5119 0.012
H 1.0715 -0.6636 -1.0500 -0.012
H 2.6434 -0.8595 1.2018 0.066
```

The value obtained for the LUMO energy (spin up / spin down) is 0.33 / 0.33 eV. As for the max |F|: 2.72 eV Å⁻¹. As for the HOMO-LUMO gap (spin up / spin down): 7.61 / 7.62 eV. The value obtained for the total energy is -628.268298 a.u.

No. 10
Molecular formula: FH4NSi
Method: DFT, ωB97M-V/def2-TZVPD

The geometry in XYZ format:
```
7
Properties=species:S:1:pos:R:3:lowdin_charge:R:1
Si -1.0309 -0.5989 -0.0986 0.695
F -1.9461 0.6601 0.3606 -0.326
N 1.9832 0.3123 0.2355 -0.032
H -1.0698 -1.8311 0.6540 -0.115
H 1.5344 0.7044 -0.5949 -0.121
H 1.7866 1.0509 0.9987 -0.029
H -1.2573 -0.2977 -1.5554 -0.072
```

The value obtained for the LUMO energy (spin up / spin down) is -0.67 / -0.48 eV. As for the max |F|: 2.99 eV Å⁻¹. As for the HOMO-LUMO gap (spin up / spin down): 9.77 / 7.58 eV. The value obtained for the total energy is -446.407364 a.u.

No. 11
Molecular formula: FHMgNO3S2V
Method: DFT, ωB97M-V/def2-TZVPD

The geometry in XYZ format:
```
10
Properties=species:S:1:pos:R:3:lowdin_charge:R:1
V -1.4370 -0.9630 -0.7398 0.952
S 0.9502 0.1143 0.2172 0.755
S 0.3890 1.9471 -1.9128 0.268
Mg 1.1293 3.2639 0.1614 0.571
F 2.4315 -0.4725 -0.2598 -0.259
O -2.0958 -2.2540 0.4829 -0.369
O 1.3762 1.3432 0.9615 -0.581
O -0.3263 -1.3730 0.8677 -0.449
N 0.1292 0.4059 -1.0754 -0.900
H -2.5464 -2.0120 1.2972 0.012
```

The value obtained for the LUMO energy (spin up / spin down) is -1.55 / -1.58 eV. As for the max |F|: 3.22 eV Å⁻¹. As for the spin multiplicity: 5. As for the HOMO-LUMO gap (spin up / spin down): 4.97 / 6.86 eV. The value obtained for the total energy is -2321.240841 a.u.

No. 12
Molecular formula: FHNO
Method: DFT, ωB97M-V/def2-TZVPD

The geometry in XYZ format:
```
4
Properties=species:S:1:pos:R:3:lowdin_charge:R:1
F -1.2321 0.1741 0.6680 -0.481
O 0.8439 -1.0215 0.0081 -0.355
N -0.0015 -0.1582 -0.4507 -0.245
H 0.3897 1.0056 -0.2254 0.081
```

The value obtained for the LUMO energy is 5.83 eV. As for the max |F|: 3.48 eV Å⁻¹. The total charge is -1. As for the HOMO-LUMO gap: 8.25 eV. The value obtained for the total energy is -230.361983 a.u.